Formula: C4H6N2
Source: the Open Molecules 2025 dataset
Level of theory: wB97M-V/def2-TZVPD

Computed properties:
**Maximum force**: 7.609 eV/A
**Relative energy (zero: lowest compared OMol25 entry of this formula, charge and spin)**: 59.1 kcal/mol
**SMILES**: C/C(N)=C\C#N
**Spin multiplicity**: 1
**Orbital gap**: 0.346 Eh
**HOMO energy**: -8.77 eV

CARTESIAN COORDINATES (ANGSTROEM)
C  -0.61818  -1.27227  -0.18630
C  0.29087  -0.14003  0.16790
N  1.68114  -0.16621  -0.20715
C  0.09086  1.16553  0.25623
C  -1.38030  1.68524  0.65374
N  -2.52988  1.56849  0.54216
H  -1.61872  -1.08004  0.21362
H  -0.68812  -1.41435  -1.26846
H  -0.21851  -2.19723  0.24443
H  2.36520  0.49477  0.14703
H  1.87779  -0.62402  -1.09470
H  0.74786  1.98012  0.53148

Atom charges from the natural (NBO) analysis, given in e for atoms 1 to 4: -0.67 0.23 -0.85 -0.31